This record from the OMol25 dataset describes C56H46N10O4SSeSm as an isolated structure at a distorted geometry. The level of theory is wB97M-V/def2-TZVPD.

ORCA input file:
```
! wB97M-V def2-TZVPD RIJCOSX def2/J DEFGRID3
* xyz -1 6
Sm 0.485 -0.086 0.227
Se 0.688 0.211 -2.351
S -3.571 0.647 -6.553
O -4.196 1.921 -6.620
O -3.814 -3.586 -1.544
O -3.783 -0.526 -7.386
O -3.788 -2.793 -3.565
N 0.012 2.669 0.090
N -1.825 5.337 1.692
N -0.616 -1.947 1.373
N -3.522 -2.723 -2.353
N 1.785 -2.171 0.351
N -2.844 -0.356 -2.676
N 2.636 0.587 1.236
N -2.402 0.172 -0.530
N 0.138 0.791 2.616
N -0.433 5.460 -0.249
C -3.903 0.103 -4.822
C -2.168 1.961 -2.196
C 5.483 -0.802 -1.947
C -4.458 -1.154 5.704
C -1.205 1.536 4.212
C -1.650 -1.678 2.242
C -0.992 4.756 0.710
C 7.703 -1.274 -0.477
C -0.127 -5.400 -0.111
C -0.750 -3.268 0.977
C -1.827 -0.647 3.076
C -1.461 1.664 -8.094
C -2.567 -0.291 -4.082
C 2.179 3.876 3.041
C 0.295 4.706 -1.115
C 2.477 -4.220 -0.712
C 2.494 4.097 4.376
C 5.325 -1.093 -0.590
C -1.983 -3.811 1.475
C -5.393 -0.163 5.423
C 4.051 -1.041 0.029
C 3.808 0.213 0.732
C -0.808 3.327 0.884
C -0.766 -8.135 -0.651
C 2.362 6.473 4.018
C 3.522 -3.446 -0.764
C 3.100 -2.056 -0.151
C 4.134 2.347 1.390
C 1.444 -3.367 -0.021
C 6.444 -1.365 0.127
C -1.137 -5.753 -0.969
C -3.281 -1.294 5.000
C -1.004 0.542 3.302
C 6.677 -0.697 -2.583
C 0.639 3.375 -0.913
C -1.810 0.985 -6.728
C -2.912 -1.541 -1.885
C -3.157 -0.552 3.858
C 2.564 5.384 4.886
C -5.123 0.589 4.248
C 0.145 -3.961 0.212
C 0.718 1.917 3.101
C -2.751 -1.106 -0.575
C -2.397 0.580 -1.817
C 4.723 1.279 0.815
C 7.783 -0.993 -1.838
C 2.863 1.897 1.702
C 1.970 2.517 2.579
C -1.439 -7.064 -1.245
C 0.292 -7.802 0.175
C -2.467 -2.930 2.344
C 2.101 4.959 2.136
C -4.090 0.402 3.428
C 0.568 -6.460 0.542
C 2.247 6.259 2.587
C -0.152 2.386 4.162
H -4.622 -1.806 6.549
H 4.605 3.292 1.417
H 1.133 2.738 -1.679
H -2.019 1.594 4.893
H -4.667 -0.672 -4.848
H -2.906 2.095 -2.989
H -2.924 -1.718 0.285
H -4.352 1.011 -4.323
H -1.792 4.869 2.571
H 8.582 -1.629 -0.016
H -1.612 6.326 1.846
H -1.093 -9.114 -0.891
H -1.695 -4.984 -1.446
H -1.308 2.833 1.727
H -0.077 3.382 4.589
H -3.940 0.861 2.490
H 2.772 5.570 5.930
H -1.226 2.191 -2.629
H 6.705 -0.543 -3.648
H 2.178 7.092 1.894
H 8.762 -1.009 -2.277
H 2.601 7.430 4.445
H 0.765 -8.668 0.694
H -1.727 0.958 -8.838
H -6.289 -0.009 6.030
H 1.435 -6.378 1.189
H -5.864 1.295 3.884
H -1.243 0.033 -6.630
H -1.793 2.665 -8.177
H -2.443 -1.853 5.297
H -1.417 1.690 -5.887
H -0.310 1.693 -8.087
H -2.378 -4.779 1.165
H -1.801 0.479 -4.178
H 2.485 3.262 5.068
H 0.665 5.217 -2.004
H -2.369 2.589 -1.407
H 1.867 4.947 1.053
H 4.600 -0.559 -2.466
H 5.760 1.272 0.583
H 2.312 -5.238 -0.974
H -2.127 -1.271 -4.370
H -3.308 -2.926 3.037
H 4.561 -3.612 -0.976
H -2.131 -7.305 -2.030
H 6.359 -1.678 1.164
*
```

Results
Orbital gap (alpha / beta), eV: 5.09 / 5.14
Expectation value of S²: 8.76
Relative energy (zero: lowest compared OMol25 entry of this formula, charge and spin), eV: 0.000
E_tot, eV: -175993.832
LUMO level (alpha / beta), eV: 1.175 / 1.177

This record from the OMol25 dataset describes C56H47BrCrN3O4P2S as an isolated structure. The level of theory is wB97M-V/def2-TZVPD.

ORCA input file:
```
! wB97M-V def2-TZVPD RIJCOSX def2/J DEFGRID3
* xyz 1 5
Br 0.532 -0.432 -3.511
Cr 0.895 0.644 -1.311
S 1.812 2.240 1.120
P 2.474 -1.161 -0.593
P -2.468 0.322 -0.363
O 0.665 1.408 0.561
O -3.508 4.866 -2.289
O -0.197 -1.999 -0.686
O 2.850 1.398 1.653
N -0.584 2.022 -1.789
N 2.582 2.085 -1.809
N 2.270 3.358 0.163
C -2.797 2.826 -1.411
C -1.805 1.874 -1.254
C 2.767 -3.705 -1.907
C 4.075 2.898 -3.509
C -0.627 4.669 3.207
C -3.659 2.577 2.764
C -1.257 4.128 -2.701
C 4.570 -0.972 -2.394
C -2.519 3.973 -2.154
C -0.847 -5.939 0.507
C -3.223 -0.149 -3.015
C 5.864 -0.663 -2.782
C 4.203 -0.897 -1.050
C -2.901 1.894 1.827
C 3.314 -3.389 2.732
C -0.702 5.412 5.617
C 2.261 -4.980 -2.135
C 1.014 3.806 4.728
C -0.052 3.948 2.173
C 1.465 -1.449 2.012
C -4.931 1.163 0.731
C -1.637 -3.560 0.410
C 0.994 -5.310 -1.700
C 3.388 -2.791 1.485
C -2.563 -3.743 1.428
C 6.796 -0.263 -1.833
C 1.060 3.159 2.428
C 1.950 -2.728 -1.364
C 4.384 4.010 -2.718
C -4.876 -1.774 -3.649
C 3.789 4.136 -1.486
C 5.135 -0.477 -0.104
C -5.681 1.857 1.671
C 2.308 -3.029 3.617
C -3.421 -0.473 -1.672
C -1.974 -1.158 0.620
C -1.133 -4.741 -0.414
C -3.949 -0.806 -3.997
C 6.428 -0.164 -0.500
C 0.157 -4.359 -1.114
C -4.337 -1.474 -1.328
C 2.469 -1.808 1.117
C -2.825 -1.385 1.706
C -5.046 2.558 2.686
C 3.185 1.980 -3.011
C 2.880 3.148 -1.042
C 1.599 3.085 3.700
C 0.617 -3.059 -1.084
C -0.101 4.609 4.500
C -0.332 3.128 -2.490
C -3.088 -2.673 2.128
C 1.382 -2.063 3.255
C -3.543 1.185 0.813
C -1.253 -2.254 0.104
C -5.069 -2.108 -2.314
C -2.218 -5.114 -1.441
H -4.475 -1.765 -0.293
H -6.761 1.847 1.610
H -1.688 5.791 5.349
H -5.441 -2.282 -4.419
H -1.490 5.295 3.009
H -3.785 2.716 -0.995
H 7.149 0.161 0.239
H -2.426 -4.275 -2.109
H -0.102 -5.678 1.262
H -5.427 0.615 -0.059
H -0.452 4.009 1.167
H -3.773 -0.566 -5.038
H -0.797 4.815 6.525
H 6.143 -0.729 -3.826
H 4.040 -4.144 3.011
H -1.752 -6.280 1.010
H -5.785 -2.872 -2.040
H 0.655 -6.333 -1.794
H -3.160 3.126 3.553
H 2.466 2.459 3.873
H 5.086 4.758 -3.065
H -0.470 -6.783 -0.070
H 3.803 -3.490 -2.123
H -2.477 0.572 -3.311
H -3.145 -5.395 -0.935
H 7.806 -0.021 -2.136
H 4.844 -0.373 0.936
H 3.837 -1.260 -3.142
H 2.248 -3.501 4.591
H 2.889 -5.737 -2.588
H -2.867 -4.745 1.697
H -3.225 5.620 -2.820
H 4.164 -3.093 0.791
H -5.635 3.093 3.420
H 4.518 2.751 -4.483
H 0.756 -0.683 1.742
H 1.433 3.748 5.726
H 0.596 -1.777 3.944
H -1.889 -5.960 -2.046
H 0.662 3.199 -2.904
H 2.901 1.107 -3.590
H -0.069 6.270 5.856
H -0.991 5.003 -3.281
H 3.996 4.967 -0.827
H -3.340 -0.575 2.195
H -3.761 -2.833 2.961
H -1.817 1.911 1.887
*
```

Results
Orbital gap (alpha / beta), eV: 6.98 / 7.35
Expectation value of S²: 6.02
Relative energy (zero: lowest compared OMol25 entry of this formula, charge and spin), eV: 0.000
E_tot, eV: -199369.932
LUMO level (alpha / beta), eV: -2.576 / -2.658